Formula: C34H28BrN9O5Ti
Source: the Open Molecules 2025 dataset
Level of theory: ωB97M-V/def2-TZVPD

Element x y z (Å)
Ti 0.6279 -1.0072 0.6453
Br 4.9636 1.9764 -4.6039
C 4.1437 1.0341 -3.1815
C 4.3894 -0.3360 -3.0314
C 3.8059 -1.0407 -2.0060
C 2.9333 -0.3948 -1.1138
O 2.3673 -1.0609 -0.1421
C 2.6948 0.9757 -1.2721
C 1.8809 1.6827 -0.3242
N 1.1064 1.1592 0.5672
C 0.4202 2.0905 1.4051
C -0.1161 3.2663 0.9588
C -0.7452 4.1524 1.8602
C -0.8251 3.8512 3.1886
C -0.2987 2.6260 3.6691
C -0.3115 2.2510 5.0339
C 0.2449 1.0651 5.4057
C 0.7801 0.2164 4.4062
N 0.7840 0.5174 3.1351
C 0.2948 1.7269 2.7670
C 3.3221 1.6920 -2.3044
H 5.0397 -0.8418 -3.7325
H 3.9732 -2.1025 -1.8847
H 1.9707 2.7677 -0.3513
H -0.1167 3.5001 -0.0984
H -1.1724 5.0701 1.4789
H -1.2969 4.5329 3.8853
H -0.7523 2.9183 5.7651
H 0.2705 0.7536 6.4407
H 1.1988 -0.7480 4.6762
H 3.1420 2.7549 -2.4069
C 1.0907 -4.4444 0.4464
O 0.6927 -3.2620 -0.2410
C 1.0028 -3.1795 -1.5739
C 1.6568 -4.1535 -2.3021
C 1.8769 -3.9433 -3.6637
C 1.4336 -2.7831 -4.2725
C 0.7831 -1.8040 -3.5302
C 0.5835 -1.9870 -2.1699
N -0.0151 -1.0649 -1.3006
N -0.6008 -0.0527 -1.9512
C -1.4073 0.7824 -1.2605
C -1.7367 0.6496 0.0931
O -1.1037 -0.2337 0.8687
C -2.7490 1.4465 0.6713
C -3.3701 2.4280 -0.0401
C -2.9926 2.6807 -1.3917
C -3.5713 3.7370 -2.1313
C -3.1955 3.9799 -3.4238
C -2.2233 3.1657 -4.0337
C -1.6523 2.1299 -3.3425
C -2.0201 1.8642 -2.0055
H 0.7003 -5.3170 -0.0786
H 0.6525 -4.3941 1.4349
H 2.1777 -4.4926 0.5215
H 1.9993 -5.0640 -1.8335
H 2.3941 -4.7000 -4.2388
H 1.5996 -2.6279 -5.3305
H 0.4415 -0.8864 -3.9848
H -2.9787 1.2808 1.7185
H -4.1331 3.0435 0.4199
H -4.3213 4.3556 -1.6519
H -3.6440 4.7947 -3.9776
H -1.9263 3.3585 -5.0568
H -0.9074 1.4986 -3.8059
N -2.7673 -2.7816 0.8023
N -2.8160 -2.4721 2.1756
C -1.6167 -2.3919 2.8461
N -1.7011 -2.2693 4.1977
N -0.5080 -2.4237 2.1723
N 0.6682 -2.4151 2.8779
O 0.9081 -3.0357 3.9435
O 1.6353 -2.0144 2.0376
H -2.5840 -1.9526 0.2484
H -3.6505 -3.2004 0.5494
H -3.4634 -1.7415 2.4506
H -2.5295 -2.6677 4.6102
H -0.8311 -2.4884 4.6715

Output
HOMO (alpha / beta): -6.091 / -7.401 eV
⟨S²⟩: 2.044
net charge: 0
multiplicity: 3
lowest unoccupied orbital energy (alpha / beta): -0.01868 / -0.01963 hartree
maximum force: 0.613 eV/Å

Löwdin atomic charge list, values in e, 6 entries: 1.243, 0.727, -0.691, -0.099, 0.018, -0.310


Formula: C34H28ClF5NO4PPtS
Source: the Open Molecules 2025 dataset
Level of theory: ωB97M-V/def2-TZVPD

Element x y z (Å)
Pt -0.3144 2.2366 -2.6248
Cl -1.3257 2.5971 2.9983
C -0.2503 1.9768 1.7686
C 0.8048 1.1552 2.1223
C 1.5794 0.6346 1.1026
C 1.2727 0.9732 -0.2005
N 0.2549 1.7731 -0.5347
C -0.5035 2.2730 0.4453
H 0.9800 0.8956 3.1554
H 2.4232 -0.0117 1.2964
H 1.8594 0.5755 -1.0190
H -1.3051 2.9243 0.0995
O -1.6946 -2.2803 -1.6140
P -2.0871 -2.1759 -0.1911
C -0.7016 -2.2659 0.9717
C 0.3735 -3.0687 0.5931
C 1.4218 -3.2960 1.4714
C 1.4023 -2.7243 2.7353
C 0.3511 -1.8980 3.1077
C -0.6986 -1.6664 2.2293
C -3.0887 -3.6275 0.2880
C -3.7569 -4.2793 -0.7454
C -4.5328 -5.3990 -0.4817
C -4.6431 -5.8781 0.8162
C -3.9677 -5.2420 1.8492
C -3.1903 -4.1237 1.5849
C -3.0798 -0.7284 0.2341
C -2.9064 0.4759 -0.4628
C -3.6202 1.6019 -0.0665
C -4.5108 1.5401 0.9936
C -4.7094 0.3420 1.6651
C -3.9974 -0.7842 1.2846
H 0.3835 -3.4979 -0.4015
H 2.2642 -3.9014 1.1622
H 2.2284 -2.8911 3.4159
H 0.3566 -1.4127 4.0762
H -1.5015 -0.9991 2.5171
H -3.6423 -3.9035 -1.7547
H -5.0463 -5.9011 -1.2922
H -5.2465 -6.7538 1.0222
H -4.0383 -5.6226 2.8606
H -2.6435 -3.6467 2.3905
H -2.2317 0.6128 -1.3081
H -3.4285 2.5290 -0.5952
H -5.0532 2.4284 1.2946
H -5.4158 0.2804 2.4843
H -4.1655 -1.7174 1.8093
C 0.6751 4.3853 -4.7239
O -0.1538 3.4355 -5.3530
C -0.6772 2.3798 -4.5710
O -1.3821 1.6282 -5.2124
H 0.1436 5.3349 -4.6114
H 1.5630 4.5357 -5.3456
H 0.9832 4.0377 -3.7319
F 10.2688 -1.9538 1.3712
C 9.0709 -1.3504 1.2018
C 7.9257 -2.0936 0.9848
F 8.0138 -3.4400 0.9477
C 6.7071 -1.4671 0.8118
F 5.6457 -2.2700 0.6167
C 6.5351 -0.0714 0.8416
S 5.0080 0.6969 0.6331
C 7.7305 0.6350 1.0666
F 7.7158 1.9782 1.1262
C 8.9582 0.0268 1.2409
F 10.0652 0.7701 1.4543
C -0.1693 5.2843 -1.3169
O -1.2132 4.9753 -2.2043
C -1.7116 3.6704 -2.0482
C -2.9316 3.6503 -2.9529
H 0.1848 6.2887 -1.5617
H 0.6599 4.5754 -1.4199
H -0.5178 5.2656 -0.2769
H -3.7602 4.1590 -2.4385
H -3.2377 2.6290 -3.1812
H -2.7579 4.1756 -3.9005

Output
HOMO: -0.590 eV
energy above the lowest of the compared OMol25 structures with the same formula, charge and spin: 0.0 kJ/mol
net charge: -2
lowest unoccupied orbital energy: 0.13376 hartree
maximum force: 0.455 eV/Å

Löwdin atomic charge list, values in e, 6 entries: 0.779, 0.634, -0.630, -0.107, -0.088, -0.116


Formula: C34H28F12N5O5OsS
Source: the Open Molecules 2025 dataset
Level of theory: ωB97M-V/def2-TZVPD

Element x y z (Å)
Os 0.1715 0.2182 -0.2649
C 0.4389 -3.3955 5.2791
C 0.7859 -2.4610 4.1455
C 1.5263 -2.9125 3.0537
C 1.8432 -2.0612 2.0077
C 1.4295 -0.7410 2.0586
N 1.7366 0.1439 0.9555
C 2.8823 0.9231 0.9600
C 3.7571 0.8082 2.0569
C 4.9358 1.5144 2.1082
C 5.3019 2.3510 1.0605
C 6.5945 3.1267 1.0782
C 4.4289 2.4698 -0.0212
C 3.2206 1.8052 -0.1030
C 2.3275 2.0701 -1.3299
O 1.0065 1.6362 -1.1634
C 2.9084 1.3999 -2.6582
F 2.9217 2.2511 -3.6852
F 4.1494 0.9560 -2.4772
F 2.1493 0.3657 -3.0195
C 2.1945 3.6225 -1.5871
F 1.9548 4.2622 -0.4517
F 1.1873 3.8629 -2.4216
F 3.3022 4.1531 -2.1143
C 0.6871 -0.2639 3.1234
C 0.3718 -1.1317 4.1609
C -0.9369 1.6949 2.3834
O -1.1749 0.8956 1.3035
C -0.7255 3.1695 1.9707
F -1.6621 3.5387 1.0665
F 0.4568 3.2807 1.3691
F -0.7695 4.0389 2.9667
C -2.1766 1.5934 3.3037
F -2.3743 0.3050 3.6283
F -3.2802 2.0297 2.6932
F -2.0293 2.2734 4.4360
H 1.3277 -3.8962 5.6629
H -0.2497 -4.1749 4.9467
H -0.0315 -2.8630 6.1034
H 1.8675 -3.9420 3.0238
H 2.4218 -2.4096 1.1599
H 3.4909 0.1547 2.8764
H 5.5840 1.4126 2.9715
H 7.1988 2.8803 1.9496
H 6.3970 4.2009 1.0950
H 7.1860 2.9213 0.1838
H 4.7257 3.1227 -0.8314
H -0.1924 -0.7576 5.0083
C -0.5443 -1.4294 -6.4552
C -0.9545 -1.9271 -5.1063
C -2.1338 -2.5384 -4.8087
C -2.3549 -2.9496 -3.4854
N -1.4501 -2.7836 -2.5183
C -0.2887 -2.1939 -2.8126
S 0.9591 -1.8959 -1.6702
N -0.0782 -1.7654 -4.0895
C -3.6547 -3.5794 -3.0966
H -1.3942 -1.4200 -7.1315
H 0.2261 -2.0797 -6.8759
H -0.1349 -0.4202 -6.3886
H -2.8799 -2.6913 -5.5761
H 0.8069 -1.2986 -4.2518
H -3.9586 -4.3235 -3.8334
H -4.4279 -2.8077 -3.0564
H -3.5675 -4.0384 -2.1151
O -2.9061 2.1137 -1.1815
C -4.0573 1.7169 -0.4329
N -4.8595 0.8258 -1.2261
C -4.6541 -0.5154 -1.3845
O -5.2862 -1.2029 -2.1595
C -3.6084 -1.1351 -0.5007
C -3.9093 -2.0938 0.4574
C -2.8936 -2.6074 1.2484
C -1.6036 -2.1326 1.0991
N -1.3280 -1.2356 0.1577
C -2.2928 -0.7839 -0.6415
H -2.4760 2.8371 -0.7063
H -4.6616 2.5889 -0.1946
H -3.7638 1.2274 0.4932
H -5.5371 1.2240 -1.8586
H -4.9346 -2.4182 0.5920
H -3.1004 -3.3456 2.0112
H -0.7849 -2.4482 1.7325
H -2.0080 -0.0530 -1.3998
O 0.9299 1.9303 3.9304
C 0.2987 1.2071 3.2134

Output
HOMO (alpha / beta): -10.033 / -11.042 eV
energy above the lowest of the compared OMol25 structures with the same formula, charge and spin: 145.1 kJ/mol
⟨S²⟩: 6.042
net charge: +1
multiplicity: 5
lowest unoccupied orbital energy (alpha / beta): -0.12901 / -0.16141 hartree
maximum force: 1.546 eV/Å

Löwdin atomic charge list, values in e, 6 entries: 1.551, -0.032, -0.249, -0.025, -0.024, -0.290


Formula: C34H28NO4
Source: the Open Molecules 2025 dataset
Level of theory: ωB97M-V/def2-TZVPD

Element x y z (Å)
C -1.0665 -4.4655 -4.1162
O -1.3517 -3.6780 -2.9325
C -0.4407 -3.4773 -1.9457
C -0.8077 -2.5720 -0.9176
C 0.1115 -2.1875 0.0357
C 1.4095 -2.7087 0.0827
C 2.3437 -2.3171 1.1575
C 3.7353 -2.2596 0.7298
C 4.7313 -2.4153 1.7196
C 6.0772 -2.2192 1.4840
C 7.0666 -2.2695 2.5900
C 6.8062 -3.0707 3.7344
C 7.6925 -3.0877 4.8068
C 8.8621 -2.3144 4.7791
C 9.1161 -1.4970 3.6643
C 8.2648 -1.5271 2.5711
C 6.5129 -1.8395 0.1236
O 7.5876 -1.2459 -0.0974
C 5.5419 -2.1479 -0.9397
C 6.0697 -2.3094 -2.3315
C 5.3912 -3.1614 -3.2377
C 5.8505 -3.3238 -4.5408
C 6.9489 -2.6057 -5.0076
C 7.6448 -1.7626 -4.1271
C 7.2342 -1.6573 -2.8041
C 4.1894 -2.1469 -0.6157
C 1.8772 -1.1332 2.5144
C 0.5380 -0.4947 2.9066
C 0.2229 0.8967 2.8082
C -1.0800 1.3504 3.0680
C -2.0872 0.4454 3.3971
C -3.4286 1.0787 3.6858
C -1.8006 -0.8961 3.5517
C -0.5017 -1.3419 3.3531
N 2.9041 -0.0683 2.2551
O 3.9263 -0.0050 3.0458
O 2.7019 0.5905 1.1943
C 1.6933 -3.7424 -0.8763
C 0.8231 -4.1030 -1.8946
H -1.9438 -4.3431 -4.7542
H -0.1653 -4.0926 -4.6320
H -0.9447 -5.5273 -3.8418
H -1.8159 -2.2025 -1.0087
H -0.2100 -1.4380 0.7444
H 2.1381 -2.9541 2.0608
H 4.4243 -2.7363 2.7189
H 5.9181 -3.7179 3.7413
H 7.4724 -3.7132 5.6686
H 9.5542 -2.3281 5.6307
H 9.9918 -0.8577 3.6398
H 8.5460 -0.9838 1.6805
H 4.5183 -3.7363 -2.8964
H 5.3523 -3.9984 -5.2114
H 7.2797 -2.6636 -6.0534
H 8.5079 -1.1889 -4.4437
H 7.8221 -1.0727 -2.0959
H 3.5153 -2.1032 -1.4842
H 2.2046 -1.5728 3.5486
H 0.9731 1.5923 2.3780
H -1.2914 2.4304 2.9907
H -4.1164 0.3706 4.1478
H -3.3091 1.9156 4.4109
H -3.9228 1.5120 2.7905
H -2.6394 -1.5336 3.8067
H -0.3239 -2.4188 3.4448
H 2.6488 -4.2891 -0.8264
H 1.1017 -4.8583 -2.6138

Output
HOMO: -3.486 eV
net charge: -1
lowest unoccupied orbital energy: 0.08804 hartree
structure (SMILES): COc1ccc([C@@H](c2cc(-c3ccccc3)c([O-])c(-c3ccccc3)c2)[C@H](c2ccc(C)cc2)[N+](=O)[O-])cc1
maximum force: 4.717 eV/Å

Löwdin atomic charge list, values in e, 6 entries: -0.064, -0.113, -0.283, -0.004, -0.022, -0.175


Formula: C34H29N8NaO3PS
Source: the Open Molecules 2025 dataset
Level of theory: ωB97M-V/def2-TZVPD

Element x y z (Å)
Na 0.4199 -0.2080 0.1015
O 2.8665 1.1285 0.7493
C 1.9055 1.7329 1.2731
O 0.9376 1.2132 1.8943
C 1.8460 3.2354 1.1015
C 2.9369 4.0154 1.4662
C 2.8890 5.3929 1.3206
C 1.7607 5.9879 0.7749
C 0.6848 5.2064 0.3805
C 0.7031 3.8244 0.5505
P -0.6328 2.6980 -0.0456
C -1.4467 3.7276 -1.3203
C -2.3808 4.7250 -1.0516
C -2.9555 5.4482 -2.0848
C -2.6049 5.1779 -3.4000
C -1.6827 4.1809 -3.6800
C -1.1123 3.4557 -2.6452
C -1.8386 2.7876 1.3314
C -1.4896 3.1845 2.6179
C -2.4313 3.1677 3.6376
C -3.7310 2.7554 3.3800
C -4.0840 2.3553 2.0976
C -3.1442 2.3639 1.0790
H 3.8207 3.5269 1.8576
H 3.7341 6.0009 1.6207
H 1.7229 7.0626 0.6445
H -0.1771 5.6753 -0.0772
H -2.6762 4.9200 -0.0273
H -3.6946 6.2087 -1.8653
H -3.0710 5.7284 -4.2080
H -1.4308 3.9457 -4.7066
H -0.4311 2.6407 -2.8595
H -0.4734 3.4919 2.8303
H -2.1469 3.4738 4.6372
H -4.4666 2.7450 4.1754
H -5.0953 2.0334 1.8824
H -3.4341 2.0595 0.0819
O -0.0602 -1.0516 2.9955
C 1.0123 -1.7931 3.4988
C 1.7797 -2.5677 2.4481
C 2.5245 -3.6903 2.8043
C 3.2667 -4.3358 1.8338
C 3.2406 -3.8468 0.5353
C 2.4586 -2.7355 0.2724
N 1.7414 -2.1097 1.2048
H 0.3010 -0.2165 2.6339
H 0.6244 -2.5001 4.2380
H 1.7297 -1.1449 4.0199
H 2.5172 -4.0458 3.8275
H 3.8547 -5.2110 2.0827
H 3.8064 -4.3204 -0.2553
H 2.3926 -2.3172 -0.7259
N 2.8127 1.1817 -2.0877
C 2.0066 0.4055 -2.8135
N 1.9891 0.5976 -4.1418
C 1.1976 -0.2340 -4.8044
N 1.1503 -0.1060 -6.1596
N 0.4445 -1.2058 -4.2722
C 0.4970 -1.2624 -2.9520
N 1.2622 -0.5165 -2.1646
C -0.4039 -2.2617 -2.2909
C -1.1314 -3.1624 -3.0542
C -1.9973 -4.0242 -2.4050
C -2.1058 -3.9539 -1.0257
C -1.3312 -3.0246 -0.3492
N -0.4947 -2.1988 -0.9646
H 3.3151 1.9000 -2.5770
H 2.8573 1.1366 -1.0667
H 1.4941 0.7634 -6.5288
H 0.3517 -0.5233 -6.6056
H -1.0247 -3.1443 -4.1280
H -2.5933 -4.7284 -2.9712
H -2.7870 -4.5950 -0.4831
H -1.3818 -2.9273 0.7303
S -2.4374 0.1546 -2.1877
C -3.7674 1.1557 -2.2105
N -4.6967 1.8583 -2.1918

Output
HOMO: -4.293 eV
energy above the lowest of the compared OMol25 structures with the same formula, charge and spin: 10.8 kJ/mol
net charge: -1
lowest unoccupied orbital energy: 0.07138 hartree
maximum force: 0.208 eV/Å

Löwdin atomic charge list, values in e, 6 entries: 0.237, -0.018, -0.649, -0.074, -0.152, -0.031


Formula: C34H30BF2N3O6PV
Source: the Open Molecules 2025 dataset
Level of theory: ωB97M-V/def2-TZVPD

Element x y z (Å)
V -1.6941 0.4589 1.1391
O 0.8951 1.2575 0.3328
C 0.8417 1.7810 -0.9854
C -0.7005 1.6365 -1.4350
O -0.9863 1.9472 -2.5844
O -1.4330 1.2536 -0.5124
C 1.8181 1.0385 -1.8766
C 3.0855 0.7361 -1.3822
C 4.0039 0.0552 -2.1578
C 3.6749 -0.3366 -3.4425
C 2.4245 -0.0284 -3.9502
C 1.5034 0.6542 -3.1752
C 1.1016 3.2637 -0.9817
C 1.6921 3.9281 -2.0498
C 1.9387 5.2862 -1.9710
C 1.6092 5.9972 -0.8293
C 0.9776 5.3496 0.2207
C 0.7137 3.9968 0.1371
H 1.7552 1.4800 0.7063
H 3.3773 1.0383 -0.3847
H 4.9836 -0.1649 -1.7575
H 4.3921 -0.8715 -4.0475
H 2.1633 -0.3248 -4.9567
H 0.5250 0.8932 -3.5634
H 1.9555 3.3814 -2.9399
H 2.3952 5.7878 -2.8124
H 1.8316 7.0534 -0.7665
H 0.6792 5.9037 1.1014
H 0.1834 3.4821 0.9264
N -0.4888 2.4023 3.0625
N -1.5467 3.3312 3.1154
C -2.7762 3.0428 2.5293
O -3.7599 3.6518 2.8968
O -2.7108 2.1579 1.5655
H -0.5595 1.7191 3.8189
H 0.4029 2.8903 3.1110
H -1.6377 3.8952 3.9584
O -2.4148 0.4631 3.8169
N -2.0599 -0.4159 2.7202
C -2.3023 -1.6696 3.0890
C -2.0098 -2.8662 2.4103
C -2.4108 -4.0854 3.0173
C -2.1133 -5.3020 2.4648
C -1.3964 -5.3820 1.2691
C -1.0207 -4.2128 0.6333
C -1.3254 -2.9669 1.1667
P -0.7323 -1.4523 0.3648
C -1.1022 -1.8251 -1.3809
C -2.4725 -1.9100 -1.6409
C -2.9328 -2.1053 -2.9268
C -2.0288 -2.2083 -3.9755
C -0.6736 -2.0818 -3.7323
C -0.2082 -1.8819 -2.4424
C 1.0634 -1.7232 0.6708
C 1.5146 -1.0833 1.8279
C 2.8371 -1.1565 2.2166
C 3.7397 -1.8796 1.4504
C 3.2940 -2.5638 0.3342
C 1.9642 -2.5022 -0.0497
H -3.3245 0.7387 3.6193
H -2.7737 -1.7837 4.0645
H -2.9650 -4.0439 3.9451
H -2.4289 -6.2099 2.9622
H -1.1400 -6.3436 0.8483
H -0.4859 -4.2613 -0.3070
H -3.1645 -1.7883 -0.8114
H -3.9952 -2.1634 -3.1192
H -2.3852 -2.3682 -4.9831
H 0.0337 -2.1283 -4.5498
H 0.8490 -1.7462 -2.2756
H 0.7922 -0.5137 2.4051
H 3.1730 -0.6550 3.1151
H 4.7837 -1.9186 1.7292
H 3.9899 -3.1577 -0.2442
H 1.6388 -3.0783 -0.9031
F -4.2942 1.3803 -0.0511
B -3.6162 1.1201 1.1055
F -4.5278 0.7072 2.0871

Output
HOMO (alpha / beta): -2.571 / -2.424 eV
energy above the lowest of the compared OMol25 structures with the same formula, charge and spin: 231.3 kJ/mol
⟨S²⟩: 0.819
net charge: -1
multiplicity: 2
lowest unoccupied orbital energy (alpha / beta): 0.08296 / 0.08296 hartree
maximum force: 3.073 eV/Å

Löwdin atomic charge list, values in e, 6 entries: 0.725, -0.046, -0.302, -0.531, 0.071, -0.094